{
  "formula": "C9H36O9",
  "method": "ωB97M-V with the def2-TZVPD basis set",
  "elements": ["C", "O", "H", "H", "H", "H", "C", "O", "H", "H", "H", "H", "C", "O", "H", "H", "H", "H", "C", "O", "H", "H", "H", "H", "C", "O", "H", "H", "H", "H", "C", "O", "H", "H", "H", "H", "C", "O", "H", "H", "H", "H", "C", "O", "H", "H", "H", "H", "C", "O", "H", "H", "H", "H"],
  "xyz": [[-3.86120, 1.83761, -0.05485], [-3.10051, 2.12960, 1.04075], [-3.37048, 1.91014, -1.02543], [-4.24534, 0.82576, 0.07431], [-4.62662, 2.61114, -0.11713], [-2.59902, 2.94761, 1.00981], [2.23653, 2.76969, -0.49184], [3.64472, 2.76407, -0.15674], [1.96071, 3.82322, -0.44622], [2.00352, 2.37009, -1.47883], [1.66975, 2.22823, 0.26558], [4.11718, 2.87481, -0.98507], [2.15916, -4.09843, 0.54351], [2.98500, -4.74490, -0.40837], [2.73017, -3.35476, 1.09941], [1.28533, -3.68907, 0.03663], [1.90752, -4.89231, 1.24674], [3.79131, -4.30096, -0.68111], [3.00705, -0.90918, -2.25412], [3.20681, -1.33949, -0.92831], [2.24277, -1.58557, -2.63680], [2.75264, 0.13808, -2.41730], [3.96777, -1.11915, -2.72425], [4.01285, -1.85692, -0.99291], [-0.77734, 1.20136, -3.90232], [-2.05197, 0.81661, -4.45941], [0.07365, 0.54537, -4.08560], [-0.48260, 2.18429, -4.26984], [-0.77350, 1.37172, -2.82573], [-2.30255, 0.05164, -3.93632], [2.86653, -0.02334, 2.71803], [2.03879, -0.52102, 3.81226], [2.74272, -0.45417, 1.72448], [2.63000, 1.03505, 2.60877], [3.92818, -0.08186, 2.95803], [2.30776, -0.13140, 4.64740], [-2.06710, 1.08023, 4.37894], [-2.82142, -0.06366, 4.92793], [-2.53200, 1.94661, 4.84944], [-0.99847, 0.94535, 4.54607], [-2.24060, 1.19492, 3.30897], [-3.69346, 0.15467, 4.59104], [-4.06345, -1.54096, -1.76060], [-2.88693, -1.09822, -2.42800], [-4.81940, -0.77149, -1.60392], [-4.47370, -2.45837, -2.18268], [-3.84815, -1.90392, -0.75560], [-2.20892, -0.93610, -1.76797], [-0.42632, 0.27761, 0.50801], [-0.23306, -0.44448, -0.76576], [-0.89528, 1.23022, 0.26163], [-0.98154, -0.40885, 1.14725], [0.55751, 0.45228, 0.94353], [0.55499, -0.98939, -0.70549]],
  "forces_ev_per_a": [[-1.0117, 0.7559, -1.3722], [1.7206, -0.2419, 2.1209], [0.5659, -0.3056, -0.0608], [-0.2339, 0.2353, -0.0492], [-0.8111, -0.4354, -0.1651], [-0.2818, 0.0705, -0.4487], [0.6654, 0.8614, 0.4802], [-0.6397, -0.6760, -0.3271], [-0.5869, -0.0209, -0.1855], [0.1489, -0.1269, 0.0094], [0.2632, -0.0563, -0.0495], [0.1601, 0.0330, 0.0599], [0.9315, -0.3093, 0.0940], [0.2336, -0.7966, -0.7925], [-0.3309, 0.3004, -0.0335], [-0.0523, 0.1537, 0.2982], [-0.4834, 0.2154, 0.0569], [-0.3352, 0.3977, 0.4076], [0.4040, -1.0580, -0.7473], [0.1481, 0.4319, 1.2097], [-0.1273, 0.4036, -0.7361], [-0.1103, -0.0291, 0.5633], [-0.2858, 0.3246, -0.9091], [-0.1286, 0.0254, 0.6120], [-0.1697, 0.8701, 0.0018], [1.6582, 0.4125, 0.4984], [-0.2504, -0.4942, -0.3794], [-0.2658, -0.0231, -0.5484], [-0.5203, -0.3842, 0.3219], [-0.5374, -0.3502, 0.1294], [-0.0013, 1.1432, 1.2717], [0.1692, -0.6071, -1.4916], [-0.6248, -0.7266, 0.4774], [0.1319, 0.2048, -0.1958], [0.0570, -0.1701, 0.0824], [0.2829, 0.1730, -0.2285], [-1.0389, -0.7291, 0.3496], [0.8488, 0.9947, -0.9437], [0.7662, 0.4095, 0.1478], [-0.2480, 0.0843, 0.3349], [0.0530, -0.2605, -0.1505], [-0.3621, -0.5124, 0.2256], [0.2018, -0.6479, 0.9903], [-0.5617, -0.1413, -0.0111], [-0.0318, 0.1173, -0.5941], [-0.1174, 0.3909, -0.7875], [0.4369, 0.2257, 0.3087], [0.3761, 0.0527, 0.1416], [0.9169, -1.2415, -1.2842], [-0.4203, 0.7408, 0.4038], [-0.2440, -0.3635, 0.2763], [-0.3120, 0.6265, 0.2557], [-0.1067, 0.1128, 0.1895], [0.0914, -0.0599, 0.1726]],
  "lowdin_charge": [-0.1831, -0.1277, 0.0796, 0.0776, 0.0816, 0.0915, -0.1306, -0.1290, 0.0764, 0.0694, 0.0517, 0.0660, -0.1536, -0.1326, 0.0708, 0.0732, 0.0804, 0.0607, -0.1449, -0.1370, 0.0852, 0.0702, 0.0849, 0.0696, -0.1650, -0.1129, 0.0682, 0.0704, 0.0515, 0.0225, -0.1369, -0.1344, 0.0550, 0.0665, 0.0757, 0.0674, -0.1194, -0.1398, 0.0742, 0.0730, 0.0466, 0.0563, -0.1451, -0.1194, 0.0700, 0.0794, 0.0774, 0.0472, -0.0777, -0.1515, 0.0663, 0.0881, 0.0494, 0.0466],
  "orbital_gap_ev": 10.16,
  "e_homo_ev": -9.9,
  "total_energy_ha": -1041.434950
}

{
  "formula": "C6H11NO",
  "method": "ωB97M-V with the def2-TZVPD basis set",
  "elements": ["C", "C", "C", "C", "C", "N", "C", "O", "H", "H", "H", "H", "H", "H", "H", "H", "H", "H", "H"],
  "xyz": [[0.13096, -0.57843, 0.53999], [-0.38108, -0.97505, -0.77248], [2.09537, 0.82396, 0.36524], [-0.95006, -2.31495, -1.00694], [-0.77653, 1.89974, 0.17826], [1.42257, -0.39683, -0.00193], [-0.87164, 0.58159, 0.90129], [-1.68874, 0.39421, 1.77800], [0.05077, -1.31468, 1.34452], [-0.42768, -0.25325, -1.57726], [3.17270, 0.64608, 0.28826], [1.88801, 1.13900, 1.39995], [1.89488, 1.67299, -0.30401], [-1.39466, -2.71603, -0.08804], [-1.70639, -2.31446, -1.79379], [-0.15588, -3.01999, -1.29251], [-1.77217, 2.34342, 0.12411], [-0.38734, 1.80196, -0.83395], [-0.14310, 2.58073, 0.75132]],
  "forces_ev_per_a": [[-1.1513, 1.2982, -0.0794], [-0.4631, -0.0779, -0.3352], [0.5053, 0.5526, -0.6139], [0.4285, -0.6064, -0.0883], [-0.4240, 0.0963, -0.2686], [0.2326, -0.9023, 0.8598], [0.8560, -0.3083, 0.9813], [0.1633, 0.0070, -0.4530], [-0.0407, -0.1401, -0.2051], [-0.0571, 0.1995, 0.3355], [-0.0945, -0.0327, -0.0272], [-0.2217, -0.1126, -0.1857], [-0.0603, -0.0142, 0.1561], [0.0743, 0.1549, -0.0825], [0.1536, 0.0420, -0.0454], [-0.1386, -0.0390, -0.0536], [0.0420, -0.0526, 0.0758], [0.1510, 0.0426, 0.0941], [0.0446, -0.1072, -0.0647]],
  "lowdin_charge": [-0.3766, -0.0769, -0.1549, -0.0707, -0.0240, 0.0098, -0.3960, 0.0709, 0.1583, 0.1111, 0.0726, 0.0913, 0.0717, 0.0885, 0.0797, 0.0943, 0.0896, 0.0719, 0.0894],
  "orbital_gap_ev": [7.96, 8.97],
  "e_homo_ev": [-8.0, -8.9],
  "total_energy_ha": -365.069169
}